Here is a cluster of 2 separate species, CH3BrNO2S in total at a distorted geometry from OMol25. Energies are from ωB97M-V/def2-TZVPD.

Properties
Energy above the lowest of the compared OMol25 structures with the same formula, charge and spin   90.4 kcal per mole
Frontier orbital gap (spin up / spin down)   0.2983 / 0.1787 Ha
Charge   -1
HOMO level (spin up / spin down)   -5.1 / -2.6 eV

Each line ends with the natural charge from an NBO analysis.
Atoms and positions in Å:
1 C 1.6858 -0.3474 -0.6589  -0.37
2 N -0.9640 1.1379 -0.0663  -1.18
3 O -1.7783 -0.8901 1.3945  -0.99
4 O -2.4769 -0.6502 -1.0971  -0.97
5 S -1.5481 -0.3044 0.0306  1.87
6 Br 3.2671 -0.3298 0.4624  -0.07
7 H 0.7974 -0.6886 0.0161  0.19
8 H 1.5511 0.7081 -0.8670  0.18
9 H -0.5342 1.3646 0.7856  0.34

Here is a structure of composition C14H36I2N6Na from OMol25. Energies are from ωB97M-V/def2-TZVPD.

Properties
Energy above the lowest of the compared OMol25 structures with the same formula, charge and spin   0.7 kcal per mole
Frontier orbital gap   0.2850 Ha
Charge   +1
HOMO level   -11.8 eV

Each line ends with the natural charge from an NBO analysis.
Atoms and positions in Å:
1 Na 0.0582 -0.1665 0.1304  0.84
2 C 1.6203 -3.1411 -0.9014  -0.42
3 C 0.2298 -2.9762 -1.5161  -0.22
4 N -0.2100 -1.5807 -1.6396  -0.68
5 C -1.6573 -1.4169 -1.8300  -0.23
6 C -2.4531 -1.6336 -0.5394  -0.24
7 N -2.1605 -0.6597 0.5251  -0.68
8 C -2.0991 -1.2753 1.8531  -0.22
9 C -1.8916 -0.3092 3.0244  -0.43
10 C -1.0054 0.9249 2.8422  -0.21
11 N 0.2870 0.6976 2.2103  -0.68
12 C 1.3142 -0.0306 2.9563  -0.23
13 C 1.4777 -1.4907 2.5300  -0.23
14 N 1.6533 -1.6255 1.0864  -0.67
15 C 1.7099 -3.0080 0.6179  -0.21
16 H 2.3281 -2.4595 -1.3847  0.20
17 H 1.9657 -4.1458 -1.1569  0.23
18 H -0.4891 -3.5062 -0.8880  0.19
19 H 0.2022 -3.4713 -2.4958  0.19
20 H 0.2722 -1.1693 -2.4322  0.38
21 H -2.0449 -2.0972 -2.6014  0.19
22 H -1.8290 -0.3983 -2.1858  0.20
23 H -2.2298 -2.6275 -0.1468  0.20
24 H -3.5199 -1.6468 -0.7869  0.20
25 H -2.8424 0.0887 0.5049  0.37
26 H -1.2772 -1.9956 1.8191  0.18
27 H -3.0091 -1.8572 2.0577  0.19
28 H -1.5216 -0.9074 3.8616  0.22
29 H -2.8625 0.0663 3.3583  0.22
30 H -0.9015 1.4031 3.8272  0.19
31 H -1.5289 1.6422 2.2043  0.20
32 H 0.6708 1.5794 1.8924  0.38
33 H 1.1135 0.0009 4.0343  0.20
34 H 2.2672 0.4840 2.8082  0.20
35 H 0.5850 -2.0571 2.8065  0.19
36 H 2.3076 -1.9368 3.0969  0.19
37 H 2.5116 -1.1518 0.8180  0.36
38 H 0.8679 -3.5418 1.0706  0.19
39 H 2.6185 -3.5132 0.9750  0.18
40 N 2.2620 1.6767 -0.2434  -0.87
41 C 1.5672 2.4427 -1.2826  -0.22
42 C 0.5761 3.4052 -0.6507  -0.41
43 C -0.3080 4.1165 -1.6651  -0.41
44 C -1.2419 3.1901 -2.4362  -0.22
45 N -2.0331 2.3550 -1.5244  -0.86
46 H 2.7575 2.3242 0.3628  0.36
47 H 2.9847 1.1007 -0.6646  0.37
48 H 1.0258 1.7321 -1.9154  0.17
49 H 2.2531 2.9966 -1.9378  0.18
50 H 1.1222 4.1493 -0.0628  0.21
51 H -0.0484 2.8495 0.0540  0.20
52 H 0.3104 4.6610 -2.3830  0.22
53 H -0.8999 4.8788 -1.1509  0.21
54 H -0.6650 2.5232 -3.0828  0.18
55 H -1.8634 3.8001 -3.1026  0.19
56 H -2.7604 1.8775 -2.0454  0.36
57 H -2.5193 2.9560 -0.8652  0.36
58 I 2.8485 0.0498 -3.5673  -0.03
59 I 4.1040 -2.1753 -4.2420  0.05

Here is an isolated molecule of C20H21N3O3 at a distorted geometry from OMol25. Energies are from ωB97M-V/def2-TZVPD.

Properties
SMILES string   Cc1ccc(OCc2cc(C(=O)NCCc3cccnc3)no2)cc1C
Energy above the lowest of the compared OMol25 structures with the same formula, charge and spin   88.6 kcal per mole
Frontier orbital gap   0.3373 Ha
HOMO level   -8.4 eV

Each line ends with the natural charge from an NBO analysis.
Atoms and positions in Å:
1 C -6.0058 -2.2621 -0.8257  -0.63
2 C -5.2911 -1.0187 -0.3921  -0.07
3 C -5.7198 -0.3126 0.7244  -0.18
4 C -5.0751 0.8323 1.1437  -0.25
5 C -3.9708 1.3017 0.4400  0.29
6 O -3.3967 2.4507 0.9306  -0.48
7 C -2.2630 2.9639 0.2873  -0.11
8 C -1.0739 2.0640 0.4027  0.29
9 C -0.7482 1.0870 1.3003  -0.32
10 C 0.5104 0.6233 0.8424  0.04
11 C 1.3517 -0.4403 1.4485  0.65
12 O 1.0479 -1.0106 2.4766  -0.61
13 N 2.4601 -0.7047 0.7260  -0.61
14 C 3.4759 -1.6224 1.1727  -0.22
15 C 4.7508 -0.8884 1.6236  -0.43
16 C 5.3932 -0.1856 0.4657  -0.06
17 C 6.3064 -0.8341 -0.3587  -0.18
18 C 6.8406 -0.1595 -1.4432  -0.25
19 C 6.4341 1.1473 -1.6690  0.03
20 N 5.5667 1.7761 -0.8959  -0.41
21 C 5.0642 1.1273 0.1385  0.02
22 N 0.8800 1.2838 -0.2301  -0.12
23 O -0.0944 2.1730 -0.5111  -0.26
24 C -3.5348 0.6067 -0.6783  -0.33
25 C -4.1835 -0.5480 -1.0982  0.10
26 C -3.6831 -1.2796 -2.3061  -0.65
27 H -6.3860 -2.1541 -1.8412  0.21
28 H -6.8420 -2.4738 -0.1646  0.22
29 H -5.3309 -3.1176 -0.8147  0.22
30 H -6.5761 -0.6677 1.2791  0.21
31 H -5.4078 1.3786 2.0115  0.22
32 H -2.0541 3.9124 0.7962  0.22
33 H -2.4546 3.1793 -0.7739  0.20
34 H -1.3010 0.7377 2.1449  0.26
35 H 2.6444 -0.1260 -0.0807  0.42
36 H 3.0496 -2.1755 2.0130  0.24
37 H 3.7166 -2.3195 0.3634  0.19
38 H 5.4396 -1.6216 2.0460  0.22
39 H 4.4842 -0.1703 2.4005  0.22
40 H 6.5978 -1.8540 -0.1473  0.21
41 H 7.5552 -0.6355 -2.0969  0.22
42 H 6.8190 1.7195 -2.5027  0.19
43 H 4.3625 1.6886 0.7433  0.19
44 H -2.6813 0.9455 -1.2458  0.21
45 H -3.4023 -2.2994 -2.0448  0.22
46 H -2.8156 -0.7814 -2.7314  0.22
47 H -4.4592 -1.3361 -3.0687  0.22